The following is a quantum chemistry calculation of a structure of composition C8H7O6V, from the Open Molecules 2025 dataset.

Summary:
Charge: +1
E_LUMO (spin up / spin down): -0.19903 / -0.21854 Ha
Total energy: -1704.1362 hartree
E_HOMO (spin up / spin down): -0.476 / -0.527 hartree
Spin multiplicity: 4
Gap between HOMO and LUMO (spin up / spin down): 7.529 / 8.380 eV
M: 250.08 Da

Last column: Mulliken spin population.
Element x y z (Å)
O 0.955 1.823 -4.098  0.00
C -0.121 1.429 -4.129  0.00
V -0.240 -0.824 0.335  2.90
O -1.849 1.693 -0.267  0.08
C -1.137 0.796 0.002  -0.13
C -0.232 -0.411 2.324  -0.03
O 0.112 -0.174 3.412  0.09
C 1.853 -1.297 0.864  0.03
O 2.921 -1.671 1.094  0.03
C -1.505 -2.253 0.048  -0.14
O -2.285 -3.117 -0.126  0.15
H -1.117 -0.621 -1.095  0.02
C 3.237 2.966 0.641  0.00
C 1.863 2.353 0.639  0.01
C 0.715 3.336 0.704  0.00
O 1.721 1.126 0.574  -0.02
H 3.207 4.037 0.817  0.00
H 3.699 2.762 -0.324  0.00
H 3.831 2.478 1.409  0.00
H 0.180 3.353 -0.243  0.00
H 0.007 3.042 1.471  0.00
H 1.060 4.343 0.920  0.00